[1]
The ion C5H12N with charge +1 at a distorted geometry, computed with ωB97M-V with the def2-TZVPD basis set.

Element x y z (Å)
C -1.409 -1.158 -0.269
N 1.898 2.321 -0.363
H 2.498 1.653 -0.845
C -0.759 -2.511 -0.176
H -0.750 -2.973 0.807
H -1.266 -0.675 -1.239
H 2.370 2.902 0.338
H -0.845 -0.555 1.754
H 1.263 -0.261 0.009
H -2.489 -1.249 -0.142
H -1.103 -3.200 -0.946
H 0.302 -2.433 -0.474
C -0.893 -0.126 0.756
H -1.541 0.745 0.772
C 0.463 0.387 0.369
H 1.597 3.023 -1.060
C 0.693 1.682 0.195
H -0.030 2.427 0.513

Summary:
**Strongest force on any atom**: 1.9 eV/Å
**Orbital gap**: 10.73 eV
**Energy relative to the best compared isomer or geometry (same formula, charge and spin)**: 31.28 kcal/mol
**2S+1**: 1
**LUMO energy**: -3.84 eV
**SMILES**: CCC/C=C/[NH3+]
**Total charge**: +1
**Highest occupied orbital energy**: -14.6 eV

[2]
A cluster of 2 separate species, C2H5FNO in total at a distorted geometry, computed with ωB97M-V with the def2-TZVPD basis set.

Element x y z (Å)
C -1.903 0.616 0.111
H -1.909 1.638 0.417
H 2.757 -0.841 0.394
N 1.987 -0.278 0.093
C 1.227 -0.832 -0.802
H -2.696 0.364 -0.646
F 1.831 -2.123 -1.043
H -0.931 0.371 -0.328
H -2.117 0.211 1.119
O 1.755 0.874 0.685

Summary:
**Strongest force on any atom**: 1.7 eV/Å
**Orbital gap (alpha / beta)**: 7.40 / 7.40 eV
**Energy relative to the best compared isomer or geometry (same formula, charge and spin)**: 93.32 kcal/mol
**2S+1**: 1
**LUMO energy (alpha / beta)**: 4.55 / 4.55 eV
**Total charge**: -1
**Highest occupied orbital energy (alpha / beta)**: -2.9 / -2.9 eV